1.
Formula: C22H40EuFN5
Source: the Open Molecules 2025 dataset
Level of theory: ωB97M-V/def2-TZVPD

Last column: Löwdin charge in e.
Element x y z (Å)
Eu1 0.37520 0.20718 0.15480  1.9397
N1 2.08968 0.61473 2.06666  -0.0614
C1 3.46679 0.18363 1.83419  -0.2222
C2 3.44950 -1.32162 1.65466  -0.1922
N2 2.69682 -1.70172 0.45347  -0.2034
C3 2.16798 -3.06464 0.57645  -0.1910
C4 0.82045 -3.08245 1.26547  -0.2348
N3 -0.19015 -2.39323 0.44472  -0.0359
C5 3.57288 -1.59037 -0.72042  -0.1907
C6 2.80773 -1.59200 -2.02712  -0.2361
N4 1.80603 -0.52887 -2.01543  -0.0570
H1 2.00421 1.62876 2.06774  0.0820
H2 1.78250 0.30891 2.98371  0.0583
H3 4.14118 0.45501 2.65260  0.1252
H4 3.83124 0.68807 0.93742  0.1078
H5 2.96543 -1.77089 2.52687  0.1213
H6 4.46773 -1.73314 1.62382  0.1330
H7 2.87548 -3.71343 1.10997  0.1352
H8 2.05830 -3.49953 -0.41789  0.1122
H9 0.88934 -2.55381 2.21804  0.0921
H10 0.53301 -4.11415 1.49333  0.1277
H11 -1.07152 -2.34038 0.94666  0.0472
H12 -0.37183 -2.92123 -0.40423  0.0944
H13 4.32182 -2.39614 -0.72870  0.1357
H14 4.13072 -0.65533 -0.64072  0.1199
H15 2.29024 -2.54087 -2.18176  0.1048
H16 3.52336 -1.49408 -2.85086  0.1238
H17 1.24864 -0.54931 -2.86112  0.0730
H18 2.25448 0.38620 -1.98645  0.0646
C7 -2.18983 0.10646 1.20858  -0.3225
C8 -1.87151 1.43950 0.83024  -0.3534
C9 -0.96405 1.96271 1.79823  -0.3224
C10 -0.74965 0.96243 2.76957  -0.3020
C11 -1.47850 -0.19029 2.39900  -0.2925
C12 -1.65938 -1.40529 3.26294  -0.0376
C13 -0.07661 1.14764 4.09816  -0.0547
C14 -0.44124 3.36785 1.80513  -0.0424
C15 -2.58729 2.26160 -0.20320  -0.0450
C16 -3.19278 -0.77917 0.52623  -0.0414
H19 -0.86427 -2.15213 3.20085  0.0535
H20 -2.59587 -1.91845 3.04382  0.0770
H21 -1.70975 -1.12202 4.31566  0.0857
H22 0.41127 0.23852 4.46355  0.0755
H23 -0.81100 1.40885 4.86551  0.0977
H24 0.65856 1.95231 4.09950  0.0705
H25 0.03143 3.63945 0.85758  0.0689
H26 0.30286 3.52398 2.58780  0.0685
H27 -1.23554 4.09665 1.98742  0.0884
H28 -1.92969 2.97553 -0.70494  0.0704
H29 -3.38468 2.84863 0.26111  0.0928
H30 -3.04653 1.64230 -0.97573  0.0655
H31 -2.91432 -1.05606 -0.49078  0.0386
H32 -4.17179 -0.30187 0.44796  0.0927
H33 -3.35178 -1.70949 1.07396  0.0696
F1 1.58766 1.82632 -0.48101  -0.5465
C17 -2.83926 1.75572 -5.76457  -0.0296
C18 -2.14699 1.32422 -4.51159  -0.2481
C19 -2.44758 0.10757 -3.90410  -0.0047
C20 -1.78942 -0.25828 -2.74606  -0.1445
N5 -0.86647 0.50417 -2.14977  -0.0595
C21 -0.55199 1.66090 -2.75151  -0.1515
C22 -1.16106 2.09924 -3.91239  0.0010
H34 -3.84665 1.34546 -5.81079  0.0868
H35 -2.29612 1.40306 -6.64300  0.0968
H36 -2.90187 2.84065 -5.82803  0.0878
H37 -3.19392 -0.55202 -4.32459  0.1219
H38 -2.01067 -1.20900 -2.27870  0.0954
H39 0.21855 2.24661 -2.26128  0.0957
H40 -0.86945 3.05041 -4.33662  0.1244

As for the spin multiplicity: 7. The value obtained for the total energy is -52959.022 eV. Its HOMO energy (spin up / spin down) is -10.02 / -10.05 eV. Its expectation value of S² is 12.021. Its charge is +1. As for the HOMO-LUMO gap (spin up / spin down): 7.07 / 7.81 eV.


2.
Formula: C22H40N2O25S5
Source: the Open Molecules 2025 dataset
Level of theory: ωB97M-V/def2-TZVPD

Last column: Löwdin charge in e.
Element x y z (Å)
C1 2.04194 2.80253 5.16605  0.0269
C2 1.55680 1.41117 4.83277  -0.4551
O1 1.77133 0.53831 5.57109  0.1640
N1 0.79631 1.09883 3.62845  0.0865
C3 1.44116 1.52111 2.41162  -0.4424
C4 1.55804 0.47228 1.31787  0.0342
O2 1.85698 2.59608 2.21892  0.1511
C5 -0.61310 1.50409 3.71606  -0.3648
C6 -0.97418 2.99462 3.56261  -0.0440
C7 -2.26072 3.27786 2.75273  -0.3882
C8 -3.11794 4.36881 3.42761  -0.0262
O3 -1.85824 3.79479 1.48634  -0.0323
C9 -1.29347 1.03844 5.04143  -0.0238
C10 -1.90891 -0.35897 4.74973  -0.1545
C11 -3.41248 -0.28406 4.43117  -0.2282
N2 -4.23826 0.12075 5.56159  0.0146
C12 -1.21289 -0.61110 3.42213  -0.4567
O4 -0.70719 -1.54549 2.99435  0.2081
O5 -1.26016 0.62022 2.78596  0.0434
H1 1.24686 3.53848 5.21257  0.0822
H2 2.78967 3.10683 4.43877  0.0845
H3 2.55862 2.73978 6.11492  0.0862
H4 1.06015 0.89316 0.44995  0.0814
H5 1.15673 -0.48858 1.61226  0.0702
H6 2.60870 0.42576 1.04703  0.0833
H7 -1.15012 3.38786 4.55957  0.1068
H8 -0.18742 3.60582 3.12873  0.1218
H9 -2.89744 2.40257 2.64968  0.1292
H10 -3.59933 4.92332 2.63004  0.0807
H11 -3.90962 3.85862 3.97842  0.0784
H12 -2.53750 5.00345 4.08851  0.0760
H13 -1.98382 3.11866 0.81328  0.0686
H14 -2.17871 1.63559 5.25425  0.1093
H15 -0.69903 1.10011 5.94909  0.1275
H16 -1.77307 -1.09943 5.53057  0.1535
H17 -3.56457 0.41553 3.60822  0.1061
H18 -3.79180 -1.24105 4.07903  0.1257
H19 -3.75646 0.71435 6.22102  0.0593
H20 -4.68476 -0.65694 6.02122  0.0668
O6 -2.35607 2.46849 -1.55855  -0.2146
S1 -1.86439 2.59026 -2.88188  0.6087
O7 -2.69459 2.96999 -3.96652  -0.2212
O8 -1.10958 1.22673 -3.23288  -0.1735
C13 0.25261 1.49871 -3.58288  -0.1552
C14 0.60952 2.75455 -2.82306  -0.1526
O9 -0.58013 3.55453 -2.87644  -0.1833
H21 0.30390 1.65711 -4.66238  0.1377
H22 0.88821 0.66095 -3.30660  0.1154
H23 1.45127 3.28510 -3.25917  0.1390
H24 0.82253 2.53739 -1.77352  0.1284
O10 2.29461 -3.08338 -2.98710  -0.2035
S2 2.54921 -2.18059 -1.92783  0.5931
O11 1.67830 -1.09372 -1.63643  -0.2356
O12 4.04184 -1.61757 -2.09068  -0.1811
C15 4.80807 -1.90370 -0.91164  -0.1540
C16 4.19400 -3.16655 -0.35219  -0.1530
O13 2.78283 -3.01159 -0.57734  -0.1964
H25 4.69698 -1.06557 -0.21941  0.1265
H26 5.85761 -2.02914 -1.16400  0.1373
H27 4.39741 -3.29770 0.70734  0.1399
H28 4.53060 -4.04636 -0.90082  0.1069
O14 -2.72257 -6.81962 0.93105  -0.2197
S3 -1.92306 -5.99179 0.10447  0.6015
O15 -1.53382 -6.38472 -1.19950  -0.2196
O16 -0.61766 -5.56406 0.93582  -0.1868
C17 -0.53591 -4.13391 1.01631  -0.1653
C18 -1.96924 -3.65780 0.95744  -0.1718
O17 -2.59851 -4.53745 0.01414  -0.1854
H29 0.03632 -3.77439 0.15756  0.1262
H30 -0.03821 -3.83433 1.93367  0.1239
H31 -2.05200 -2.62476 0.63240  0.1334
H32 -2.46623 -3.77713 1.92284  0.1312
O18 -4.41221 5.93054 -8.83869  -0.2183
S4 -4.09873 6.79110 -7.75797  0.6016
O19 -3.82413 8.16706 -7.94842  -0.2184
O20 -2.90221 6.12660 -6.91805  -0.1870
C19 -3.30483 5.93639 -5.55465  -0.1618
C20 -4.80299 5.74169 -5.61886  -0.1615
O21 -5.23981 6.65416 -6.63556  -0.1899
H33 -3.04320 6.83541 -4.99164  0.1356
H34 -2.79551 5.07860 -5.12496  0.1059
H35 -5.29421 5.96101 -4.67496  0.1363
H36 -5.05905 4.72820 -5.93504  0.1359
O22 7.91303 -6.34829 -3.33600  -0.2060
S5 6.55397 -6.06471 -3.06481  0.6069
O23 6.14694 -4.84568 -2.46382  -0.2277
O24 5.93682 -7.28763 -2.22923  -0.1860
C21 4.80788 -7.83709 -2.92393  -0.1575
C22 5.09198 -7.57185 -4.38695  -0.1594
O25 5.69753 -6.27247 -4.40318  -0.1813
H37 3.91030 -7.31196 -2.59084  0.1351
H38 4.71020 -8.89680 -2.70383  0.1368
H39 4.19195 -7.57788 -4.99533  0.1384
H40 5.81027 -8.28853 -4.79121  0.1351

The value obtained for the total energy is -131801.215 eV. Its HOMO energy is -9.74 eV. As for the SMILES: CC(=O)N(C(C)=O)[C@]1(C[C@@H](C)O)C[C@@H](CN)C(=O)O1.O=S1(=O)OCCO1.O=S1(=O)OCCO1.O=S1(=O)OCCO1.O=S1(=O)OCCO1.O=S1(=O)OCCO1. Its charge is 0. As for the HOMO-LUMO gap: 9.91 eV.


3.
Formula: C22H40N5O12Y
Source: the Open Molecules 2025 dataset
Level of theory: ωB97M-V/def2-TZVPD

Last column: Löwdin charge in e.
Element x y z (Å)
Y1 -2.68870 1.95356 0.27552  1.9481
O1 1.31817 1.31302 -0.85916  0.1392
C1 0.05761 1.51210 -0.51949  -0.7327
O2 -0.25620 1.90828 0.64130  -0.1000
O3 -0.90326 1.40756 -1.34608  -0.0814
H1 1.31268 1.35520 -1.84353  0.1010
C2 -3.83961 -0.84894 -1.56072  -0.2565
O4 -3.18240 0.08250 -1.05206  -0.1614
N1 -3.28313 -1.88861 -2.14114  -0.1454
C3 -4.10009 -3.03830 -2.55431  -0.0050
C4 -1.83746 -2.05763 -2.29411  0.0072
H2 -4.93208 -0.93834 -1.57444  0.1562
H3 -4.15782 -3.73697 -1.71786  0.1030
H4 -3.65321 -3.51243 -3.42111  0.1030
H5 -5.11800 -2.72148 -2.77449  0.0974
H6 -1.58523 -3.03843 -1.89334  0.1068
H7 -1.60140 -2.00280 -3.35502  0.0916
H8 -1.29369 -1.28365 -1.75976  0.0716
C5 0.76106 1.98670 -4.39318  -0.3181
O5 1.67841 2.34544 -3.67837  0.0259
N2 0.36381 0.70356 -4.53112  -0.1766
C6 -0.89060 0.44520 -5.17796  -0.0718
C7 1.13111 -0.39385 -3.98564  -0.0319
H9 0.09223 2.63285 -4.98464  0.1474
H10 -1.76642 0.74915 -4.57573  0.0850
H11 -1.13903 -0.61253 -5.26802  0.0787
H12 -1.08068 0.91525 -6.14255  0.0965
H13 0.71197 -0.70751 -3.01797  0.0678
H14 1.09062 -1.25666 -4.64787  0.1033
H15 2.15464 -0.08632 -3.78758  0.0928
C8 1.66519 0.08223 2.91966  -0.3134
O6 1.19951 -1.03436 3.12427  -0.0238
N3 2.26425 0.82607 3.86038  -0.1804
C9 2.87462 2.11213 3.53061  -0.0365
C10 2.50258 0.36796 5.20726  -0.0380
H16 1.58245 0.59214 1.94968  0.1224
H17 2.67205 2.36849 2.49031  0.0822
H18 3.95298 2.01498 3.65775  0.0997
H19 2.45722 2.90415 4.15131  0.0874
H20 1.81089 -0.40232 5.53907  0.0899
H21 3.52018 -0.02679 5.27912  0.1044
H22 2.41717 1.16358 5.94877  0.0935
C11 -1.95134 5.38422 0.95207  -0.2362
O7 -2.09439 4.18713 0.58587  -0.1700
N4 -0.87309 5.82181 1.54929  -0.1412
C12 -0.80305 7.20058 2.00723  -0.0144
C13 0.17384 4.94000 2.04461  0.0033
H23 -2.70297 6.15793 0.78357  0.1604
H24 -1.46074 7.85647 1.44086  0.1017
H25 0.19444 7.62591 1.89071  0.1059
H26 -1.01322 7.27744 3.07564  0.1093
H27 0.08304 4.77528 3.11829  0.1117
H28 0.18083 3.99324 1.50856  0.0670
H29 1.14040 5.40764 1.85610  0.1091
C14 -1.68209 -0.89439 2.07782  -0.2189
O8 -2.26092 0.10360 1.57150  -0.1703
N5 -2.28736 -1.95476 2.55933  -0.1375
C15 -1.46034 -3.09434 2.99922  0.0123
C16 -3.72141 -2.15534 2.49749  -0.0104
H30 -0.59339 -0.91128 2.21717  0.1203
H31 -1.54130 -3.86820 2.23677  0.1001
H32 -1.91108 -3.49767 3.90615  0.1029
H33 -0.43977 -2.78835 3.20613  0.0830
H34 -3.98921 -3.05429 1.94166  0.1017
H35 -4.15699 -2.16538 3.49337  0.1079
H36 -4.14593 -1.33568 1.91807  0.0769
C17 4.40240 -2.76145 -1.55944  0.0822
C18 3.36833 -1.97966 -1.26445  -0.2213
C19 2.05798 -2.52425 -0.76037  -0.3142
O9 1.12087 -1.81776 -0.43956  0.0736
C20 2.00591 -3.98667 -0.64689  0.0643
C21 3.06459 -4.76480 -0.91519  -0.2241
C22 4.39970 -4.20917 -1.37910  -0.3057
O10 5.30573 -4.95240 -1.65534  0.1531
O11 3.03993 -6.07524 -0.69202  0.1258
O12 3.40487 -0.64811 -1.48100  0.0913
H37 5.29228 -2.29671 -1.97046  0.1461
H38 1.07126 -4.43310 -0.33382  0.1262
H39 3.89118 -6.44690 -0.98469  0.1294
H40 2.60865 -0.26949 -1.07294  0.0694

The value obtained for the total energy is -56517.469 eV. Its HOMO energy is -13.16 eV. Its charge is +2. As for the HOMO-LUMO gap: 6.60 eV.